# 1
105
Properties=species:S:1:pos:R:3 method="wB97M-V/def2-TZVPD" homo_energy_ha=-0.026 energy_ha=-3632.71533 homo_lumo_gap_ev=4.346 charge=-2 e_lumo_ha=0.134
Rb -0.64 -0.17 0.08
Cl 2.11 -1.27 0.99
Cl 0.61 0.60 2.68
O -2.55 -0.14 4.22
O -1.51 2.30 0.26
O -2.12 2.19 2.98
O -1.13 -0.99 -2.19
O -2.42 0.84 6.25
O -2.12 4.45 0.36
O 2.63 1.71 -0.04
N -3.83 -0.19 1.79
N 1.70 0.55 -2.71
N -5.29 -1.68 0.78
N -4.37 -3.59 -0.29
N -0.79 -3.60 0.11
N -6.64 -3.19 -0.29
N -2.93 -2.03 0.75
C -4.03 -1.32 1.11
C -1.06 -5.68 -1.72
C -2.34 0.81 5.01
C 4.12 4.13 2.36
C -2.25 -1.40 -4.30
C -4.06 -3.06 -5.66
C -1.28 -0.51 -3.44
C 1.47 1.44 -4.91
C 0.26 -4.30 -0.30
C 1.99 6.44 -0.85
C 1.10 0.54 -3.91
C 4.86 1.98 1.57
C 3.40 1.33 -1.17
C -1.99 -3.94 -0.38
C 2.68 1.43 -2.49
C 0.89 6.16 -1.66
C 1.13 3.82 -1.06
C -1.95 0.88 -3.44
C 3.94 3.07 1.42
C 2.65 5.45 -0.15
C -1.64 3.37 2.42
C 3.09 2.36 -3.43
C 0.19 -5.35 -1.21
C -1.91 2.15 4.38
C 5.86 1.98 2.53
C -2.52 3.03 -4.42
C -2.87 -2.46 -3.65
C -3.77 -3.28 -4.32
C -2.55 -1.18 -5.64
C -3.53 2.37 -2.35
C 6.02 3.05 3.41
C -3.38 3.31 -3.37
C 5.12 4.11 3.31
C -2.82 1.17 -2.40
C 2.46 2.37 -4.67
C -3.45 -2.00 -6.31
C 0.10 -0.54 -4.20
C -3.17 -3.13 0.07
C -1.75 3.28 0.91
C -1.81 1.83 -4.45
C -5.38 -2.80 0.09
C 2.24 4.08 -0.21
C 2.91 3.01 0.44
C 0.49 4.83 -1.76
C 2.09 -0.34 2.51
C -2.17 -4.97 -1.29
H -7.38 -2.78 0.24
H -4.25 -4.10 -3.78
H -6.73 -4.16 -0.52
H 4.30 1.95 -1.21
H -2.94 0.43 -1.62
H -2.37 3.76 -5.21
H 3.86 3.08 -3.19
H 1.22 -4.00 0.11
H 3.70 0.28 -1.03
H -1.16 -6.48 -2.44
H -2.61 -2.60 -2.61
H 6.80 3.04 4.17
H 4.78 1.15 0.89
H 0.78 2.80 -1.16
H 2.14 -1.05 3.33
H -4.77 -3.69 -6.18
H -0.04 -0.60 -5.28
H -4.68 0.25 2.11
H -3.92 4.24 -3.33
H 5.19 4.93 4.01
H -1.99 4.35 -0.60
H -4.20 2.56 -1.53
H -3.05 -0.13 2.46
H 0.38 6.95 -2.21
H 0.98 1.39 -5.88
H -0.85 2.30 4.60
H -2.19 4.25 2.77
H 2.93 0.34 2.50
H -0.57 3.52 2.64
H 1.08 -5.87 -1.52
H -2.10 -0.35 -6.17
H -3.68 -1.80 -7.36
H 3.54 5.71 0.41
H -1.14 1.65 -5.28
H -2.47 2.96 4.87
H -0.35 4.56 -2.40
H 2.75 3.08 -5.43
H 2.36 7.46 -0.77
H -3.16 -5.19 -1.65
H 3.41 4.94 2.37
H 6.53 1.13 2.58
H 0.51 -1.49 -3.86

---

# 2
96
Properties=species:S:1:pos:R:3 method="wB97M-V/def2-TZVPD" homo_energy_ha="-0.595 / -0.594" energy_ha=-4576.16325 multiplicity=4 homo_lumo_gap_ev="6.510 / 6.087" charge=+3 de_lowest_ev=0.052 e_lumo_ha="-0.356 / -0.370"
Mn -1.61 0.33 0.67
S -2.02 3.23 -0.31
P 0.66 -0.26 1.04
P 2.05 2.48 0.89
P -2.11 -1.69 -0.53
O -2.34 -0.53 2.17
O -1.23 1.88 -0.43
O -3.47 0.96 1.09
C 2.03 6.38 1.79
C 0.34 -5.51 -0.09
C 0.90 6.51 2.58
C 3.26 -0.55 -2.72
C 1.54 -2.81 1.79
C -2.37 -0.13 -2.86
C -2.71 -2.36 -4.48
C 1.61 4.02 1.59
C 6.31 2.30 -0.64
C 1.58 1.09 1.93
C 0.42 -1.48 3.47
C 1.75 -3.81 2.73
C -3.74 -2.13 0.14
C -1.40 -4.05 0.69
C 0.90 -1.64 2.16
C 5.26 2.51 -1.53
C -4.32 -1.30 1.09
C -2.78 -1.09 -5.03
C -1.09 -3.15 -0.33
C -0.69 -5.23 0.80
C 4.77 2.17 1.19
C 0.67 -4.61 -1.09
C -5.74 -3.46 0.16
C -1.02 4.32 -1.30
C 1.97 -0.04 -2.81
C 0.44 4.17 2.37
C -2.29 -1.41 -2.30
C 2.39 5.15 1.29
C -6.31 -2.61 1.10
C 0.10 5.41 2.87
C -4.46 -3.23 -0.33
C -3.43 -0.21 1.53
C 6.06 2.13 0.72
C 1.67 -0.43 -0.45
C -2.61 0.03 -4.21
C -5.60 -1.51 1.57
C 3.72 2.39 0.29
C 2.98 -0.91 -0.36
C 1.18 0.02 -1.67
C 3.96 2.55 -1.07
C -0.04 -3.43 -1.22
C 1.30 -3.64 4.03
C -2.46 -2.52 -3.13
C -3.44 3.10 -1.37
C 0.63 -2.48 4.40
C 3.77 -0.97 -1.50
H -7.31 -2.80 1.46
H -4.10 2.35 -0.95
H 2.64 7.25 1.58
H -2.40 -3.52 -2.72
H -2.19 -3.84 1.39
H -3.13 2.84 -2.38
H 6.89 1.97 1.40
H 1.47 -4.42 4.77
H 4.58 2.06 2.25
H -6.04 -0.85 2.31
H 0.88 -6.45 -0.02
H -6.30 -4.31 -0.20
H 1.58 0.30 -3.76
H 3.39 -1.23 0.58
H 1.86 -2.97 0.77
H -0.11 -0.59 3.77
H 2.52 0.62 2.25
H 1.46 -4.83 -1.79
H -2.22 0.74 -2.24
H -0.89 3.90 -2.29
H 0.17 0.42 -1.76
H 0.19 -2.74 -2.03
H -0.78 5.52 3.49
H 2.26 -4.72 2.45
H -2.84 -3.23 -5.11
H -1.54 5.28 -1.35
H 5.47 2.64 -2.59
H -2.97 -0.96 -6.08
H -3.93 4.07 -1.36
H 3.88 -0.61 -3.61
H 7.33 2.27 -1.01
H -4.04 -3.90 -1.07
H 1.06 1.44 2.82
H -0.94 -5.94 1.57
H -0.07 4.46 -0.79
H 0.63 7.48 2.98
H -0.18 3.31 2.60
H 0.26 -2.36 5.41
H 3.28 5.04 0.68
H 4.78 -1.36 -1.43
H -2.66 1.02 -4.65
H 3.14 2.71 -1.76

---

# 3
110
Properties=species:S:1:pos:R:3 method="wB97M-V/def2-TZVPD" homo_energy_ha="-0.101 / -0.101" energy_ha=-5191.49257 multiplicity=4 homo_lumo_gap_ev="6.338 / 5.822" charge=-2 de_lowest_ev=3.724 e_lumo_ha="0.132 / 0.113"
Te 0.97 0.50 2.08
V -1.08 -0.37 0.48
Si -0.73 -1.76 4.95
Si 2.70 -2.84 3.30
Si 2.45 0.29 5.45
Si 1.28 -1.09 3.95
F -0.18 -1.55 -3.88
F -3.92 -1.37 -6.79
F -0.40 -0.84 -7.33
F -3.32 1.27 -6.00
O -1.41 -2.01 1.49
O -1.71 -4.16 0.92
N -1.99 1.18 1.00
N -4.61 -3.96 -4.65
N -2.17 -0.62 -1.39
N -0.37 -5.11 -4.80
N 0.30 -1.65 -0.50
N -5.58 3.08 1.74
N 0.47 1.98 -5.91
N -3.15 3.32 1.25
N -1.49 2.06 -2.89
C -1.57 0.83 -3.42
C -2.34 4.54 1.00
C -1.18 -4.31 -4.98
C -1.19 4.19 -4.21
C 1.37 1.75 5.91
C -1.96 4.92 -6.38
C -2.04 -0.48 4.62
C -0.34 1.30 -5.46
C -1.82 -2.03 -5.70
C -0.69 3.47 -0.65
C -0.40 -1.70 -6.26
C 1.37 -3.79 -1.91
C -2.17 -3.33 -5.19
C 0.37 -3.99 -1.00
C -1.12 3.60 0.76
C -2.85 -1.03 -6.06
C -4.45 3.17 1.49
C -2.58 0.21 -5.69
C -2.07 2.41 1.03
C 2.58 0.16 -2.68
C 1.66 -0.08 -1.70
C -1.37 4.01 -1.66
C -2.09 4.09 -5.27
C 1.86 -2.48 -2.13
C 2.99 -0.54 7.06
C 4.02 0.93 4.63
C -1.90 -0.06 -2.38
C -2.76 5.37 -0.17
C -0.95 5.87 -6.43
C -3.51 -3.67 -4.88
C -0.19 5.16 -4.26
C -0.75 -1.07 -5.00
C 2.83 -2.19 -3.12
C 1.79 -4.26 2.48
C 1.28 -1.42 -1.41
C -0.13 -2.88 -0.30
C 3.65 -3.56 4.77
C -1.20 -3.07 0.78
C -2.32 5.10 -1.40
C 3.18 -0.90 -3.39
C -1.32 0.37 -4.86
C 3.96 -2.16 2.08
C -1.33 3.33 -3.00
C -0.07 5.98 -5.37
C -1.31 -3.47 4.43
C -0.43 -1.87 6.82
H 3.89 -0.68 -4.18
H -1.79 0.47 5.12
H -1.71 -3.49 3.42
H 2.84 1.18 -2.92
H 0.02 2.68 -0.86
H 2.48 -4.82 1.84
H 2.97 -3.88 5.57
H 4.34 -2.82 5.19
H -2.27 5.14 1.91
H 3.81 1.34 3.64
H 3.60 0.18 7.63
H -0.50 -4.20 4.49
H 1.36 -4.95 3.21
H 0.73 6.72 -5.40
H 4.23 -4.43 4.45
H -0.29 -0.88 7.27
H -2.10 -3.79 5.12
H 4.76 0.13 4.52
H -0.85 6.51 -7.30
H -0.07 -4.95 -0.81
H -2.88 3.35 -5.23
H 3.61 -1.42 6.88
H 0.44 -2.48 7.06
H 1.94 2.49 6.49
H 1.75 -4.61 -2.50
H 4.46 1.72 5.25
H -2.66 4.82 -7.20
H -0.31 3.66 1.49
H 1.20 0.72 -1.15
H -2.15 -0.28 3.56
H 0.50 5.24 -3.43
H -3.45 6.19 0.00
H 4.49 -1.29 2.48
H -1.30 -2.34 7.29
H -2.66 5.68 -2.25
H 0.99 2.24 5.00
H 0.97 -3.91 1.85
H 4.70 -2.94 1.85
H 0.50 1.44 6.50
H 3.47 -1.85 1.16
H 3.25 -3.02 -3.69
H 2.14 -0.83 7.68
H -3.01 -0.82 5.01

---

# 4
114
Properties=species:S:1:pos:R:3 method="wB97M-V/def2-TZVPD" homo_energy_ha=-0.403 energy_ha=-5792.05824 homo_lumo_gap_ev=6.921 charge=+1 de_lowest_ev=2.288 e_lumo_ha=-0.149
Hf 0.51 0.16 1.34
Ge -0.97 1.26 -4.21
S 3.70 2.08 2.42
F 6.44 2.76 1.33
F 6.42 0.95 2.52
F 7.56 1.02 0.68
O 0.53 2.17 0.49
O 1.54 2.55 3.50
O 2.44 -1.78 2.94
O -2.10 1.60 8.65
O -1.99 4.24 4.65
O 0.12 0.51 -0.83
O -0.65 1.03 2.64
O -1.27 -0.39 8.63
O -2.30 3.14 2.83
O 0.91 -3.53 4.15
N -1.58 0.66 8.10
N 2.85 0.54 0.37
N 0.69 -2.36 0.34
N 1.98 1.89 2.61
N 2.84 -2.89 8.43
N -1.77 -0.78 1.03
N -1.91 3.24 3.97
N 0.24 -1.19 3.92
C -2.37 -1.03 -3.03
C -0.25 2.73 -1.72
C 5.39 0.37 -0.76
C -0.68 -2.91 0.53
C 0.23 2.33 -3.11
C 4.28 -0.03 -1.48
C -2.62 0.29 0.43
C -1.68 1.94 6.01
C -3.37 1.11 -2.57
C -4.41 0.48 -1.90
C -3.68 2.51 -7.15
C -0.40 -0.15 4.65
C 0.95 -2.38 -1.12
C -3.40 3.86 -7.33
C 1.82 -1.79 -4.94
C 0.15 1.78 -0.66
C 2.55 -2.62 7.35
C 0.03 -0.31 -6.47
C 2.89 -1.38 5.35
C -2.39 4.46 -6.61
C -0.66 -0.25 6.01
C 3.92 1.05 1.00
C -4.44 -0.91 -1.80
C -1.65 3.72 -5.69
C 5.22 0.93 0.49
C 1.72 -2.03 -6.31
C 6.43 1.42 1.26
C 1.03 -0.82 -4.35
C -3.42 -1.66 -2.37
C -1.30 0.79 6.66
C -0.83 1.00 3.95
C -1.45 2.02 4.65
C -2.95 1.77 -6.22
C 0.83 -1.29 -7.07
C 0.07 -2.48 4.53
C -2.33 0.36 -3.14
C -2.47 -1.20 2.26
C 1.63 -3.37 0.90
C -1.73 -1.92 0.09
C 3.05 0.06 -0.87
C 0.12 -0.07 -5.11
C -1.92 2.37 -5.49
C 1.48 -0.73 3.23
C 2.18 -2.31 5.99
C 0.98 -3.07 5.51
C 2.77 -0.86 3.96
H 2.52 -2.37 -4.35
H -5.26 -1.40 -1.30
H 2.02 -2.30 -1.29
H -3.97 4.44 -8.05
H -3.45 -2.74 -2.31
H 0.75 -1.46 -8.14
H 2.65 -3.01 0.81
H 1.12 -0.62 -3.29
H 0.62 -3.34 -1.53
H -3.20 0.73 -6.07
H 1.18 1.79 -3.06
H 0.12 3.71 -1.42
H -1.35 2.79 -1.64
H -1.54 -1.55 -0.91
H -2.15 2.75 6.54
H 0.43 -1.58 -1.63
H -0.86 4.21 -5.14
H -3.45 -1.61 1.99
H -3.65 -0.05 0.38
H -2.56 1.19 1.04
H -4.48 2.04 -7.71
H -3.39 2.19 -2.68
H -5.22 1.07 -1.48
H -0.77 -3.83 -0.05
H -0.80 -3.18 1.58
H -1.59 -1.63 -3.49
H 3.59 -0.19 3.71
H 3.70 -0.93 5.91
H -0.66 0.26 -7.08
H -2.17 5.51 -6.75
H 2.33 -2.78 -6.78
H -1.90 -1.94 2.81
H -2.63 -0.34 2.90
H 1.42 -3.55 1.95
H 4.35 -0.41 -2.49
H 1.52 -4.30 0.34
H 2.16 -0.24 -1.39
H -2.71 -2.41 0.07
H -0.37 -1.11 6.58
H -2.29 0.50 -0.59
H -0.99 -2.73 4.62
H 6.38 0.28 -1.18
H 0.44 3.24 -3.68
H 0.58 -3.78 6.23